A molecular structure, C22H24ClN4O2PPdS5, computed with ωB97M-V/def2-TZVPD.

Computed properties:
⟨S²⟩: 8.85
F_max: 0.017 Eh/bohr
Energy above the lowest of the compared OMol25 structures with the same formula, charge and spin: 0.0 kJ/mol
Spin multiplicity: 6
LUMO energy (spin up / spin down): 2.2 / 0.5 eV
E_tot: -112729.3243 eV
Charge: -1
Highest occupied orbital energy (spin up / spin down): -2.3 / -5.2 eV

Structure (XYZ):
```
60
Properties=species:S:1:pos:R:3:forces:R:3
Pd 0.041598 0.388860 -0.182979 0.4127 0.2630 0.7192
S 0.153049 0.448936 2.277076 -0.1837 -0.0374 -0.1422
C 1.810201 0.501937 2.635501 0.3153 0.0125 -0.1179
C 2.218382 0.636131 3.968521 -0.0587 -0.0101 -0.1175
C 3.538167 0.726973 4.352051 0.3523 0.0251 0.0815
C 3.874950 0.846368 5.724490 -0.0395 -0.0330 -0.3073
N 4.140587 0.941911 6.847109 0.0031 0.0129 0.0248
C 4.591470 0.696226 3.285752 0.0792 0.0325 0.2600
C 4.196361 0.514413 1.960561 -0.0842 0.0146 0.0165
C 2.869930 0.410305 1.573456 -0.1385 0.0892 0.2450
S 2.490116 0.135416 -0.078963 -0.1624 0.0379 -0.2760
C 5.962189 0.861191 3.588667 -0.3125 -0.0232 -0.0264
N 7.089126 1.005353 3.818117 0.0397 -0.0086 -0.0026
H 1.453235 0.679584 4.734411 -0.0088 -0.0055 -0.0187
H 4.963289 0.453743 1.197762 0.0054 -0.0030 -0.0023
C -4.352791 2.508375 -2.735833 -0.0479 0.0018 0.0042
C -2.967629 1.933596 -2.908303 -0.0188 0.0118 -0.0333
O -3.069571 0.498183 -2.980251 -0.0546 0.0153 0.0029
P -2.100897 -0.375134 -2.040164 -0.5344 -0.0828 -0.3454
S -0.226316 -0.117523 -2.705190 -0.0428 -0.0741 0.2169
S -2.499399 -0.035818 -0.134184 0.2993 0.0440 -0.2085
O -2.616106 -1.841264 -2.377934 -0.0444 0.0368 -0.0759
C -2.509357 -2.380074 -3.710464 0.0458 -0.0163 0.0598
C -1.766776 -3.691691 -3.638072 0.0271 -0.0481 -0.0126
H -4.308732 3.599555 -2.746959 -0.0003 -0.0277 0.0083
H -4.775251 2.184029 -1.784383 0.0047 0.0087 -0.0130
H -5.010606 2.175898 -3.540618 0.0127 0.0150 0.0095
H -2.326137 2.226159 -2.074246 0.0343 -0.0074 0.0113
H -2.502578 2.277399 -3.834165 0.0200 -0.0274 -0.0138
H -1.991781 -1.673541 -4.361076 0.0192 0.0286 0.0099
H -3.527171 -2.504530 -4.080532 -0.0259 0.0011 0.0000
H -0.751021 -3.528569 -3.276765 -0.0179 0.0053 -0.0216
H -1.717062 -4.150126 -4.628657 0.0017 0.0011 0.0255
H -2.268752 -4.380380 -2.956749 0.0042 0.0093 -0.0091
S -0.048045 2.949402 -0.172906 -0.1287 -0.2933 0.0020
C 1.316413 3.040507 -1.170228 -0.0178 0.3147 -0.0583
N 2.524342 3.425822 -0.755227 0.3391 0.0002 0.1748
C 3.561628 3.086634 -1.730423 -0.0975 -0.0113 -0.0198
C 2.728283 2.688179 -2.971792 -0.1037 0.0051 0.1679
N 1.346025 2.794527 -2.485249 0.2092 -0.2907 -0.1374
H 2.714058 3.376686 0.234686 -0.0462 0.0187 -0.0220
H 4.148508 2.246712 -1.361035 0.0186 -0.0193 0.0052
H 4.218481 3.934468 -1.914265 -0.0293 0.0438 -0.0464
H 2.943489 1.666845 -3.283958 -0.0099 -0.0308 -0.0045
H 2.887267 3.355302 -3.817039 0.0187 0.0513 0.0005
H 0.627571 2.178875 -2.849534 -0.0861 0.0564 -0.0184
Cl 1.748425 -4.229063 -2.059039 -0.0220 -0.0297 0.0408
C 0.576980 -4.951730 -0.993863 0.0750 -0.0189 -0.0482
C 0.366807 -6.311700 -1.078831 -0.0256 -0.0218 -0.0095
C -0.561561 -6.926496 -0.244670 0.0039 0.0234 -0.0106
C -1.280684 -6.159516 0.672248 0.0100 0.0421 -0.0273
C -1.066273 -4.802096 0.755175 -0.0500 -0.0425 0.0421
C -0.120210 -4.137956 -0.066730 0.0154 0.2655 0.0086
C 0.093639 -2.755914 0.064806 -0.0300 -0.5058 -0.0471
H 0.932070 -6.889754 -1.797903 -0.0058 0.0102 0.0077
H -0.719765 -7.994933 -0.312243 0.0007 0.0120 -0.0037
H -2.008362 -6.631778 1.319926 0.0050 0.0106 -0.0007
H -1.623231 -4.199145 1.462251 0.0079 -0.0227 0.0016
H 0.819829 -2.253106 -0.554604 0.0297 0.0902 0.0457
H -0.456452 -2.211212 0.818006 0.0178 0.0808 0.0059
```
Positions in Å, forces in eV/Å.

Calculated atomic charges, method Löwdin, unit e:
1. Pd 0.0911
2. S 0.6135
3. C -0.6992
4. C -0.1199
5. C -0.2049
6. C -0.2410
7. N 0.1088
8. C -0.1922
9. C -0.1298
10. C -0.6806
11. S 0.6060
12. C -0.2409
13. N 0.1109
14. H 0.1061
15. H 0.1011
16. C -0.0761
17. C -0.3243
18. O -0.3451
19. P -0.1392
20. S 0.3086
21. S 0.2953
22. O -0.3407
23. C -0.2978
24. C -0.0723
25. H 0.0769
26. H 0.0752
27. H 0.0749
28. H 0.0520
29. H 0.1148
30. H 0.0859
31. H 0.1172
32. H 0.0422
33. H 0.0789
34. H 0.0823
35. S 0.6154
36. C -0.8865
37. N 0.0220
38. C -0.1439
39. C -0.1258
40. N 0.0155
41. H 0.1349
42. H 0.0883
43. H 0.1101
44. H 0.1135
45. H 0.1082
46. H 0.0238
47. Cl 0.6957
48. C -0.6068
49. C -0.1248
50. C -0.0949
51. C -0.0951
52. C -0.0346
53. C -0.3129
54. C 0.0432
55. H 0.0983
56. H 0.0961
57. H 0.0989
58. H 0.1163
59. H -0.0174
60. H 0.0247

2 unconnected molecules or ions with the total composition C4H9N, computed with ωB97M-V/def2-TZVPD.

Computed properties:
F_max: 0.026 Eh/bohr
Energy above the lowest of the compared OMol25 structures with the same formula, charge and spin: 231.0 kJ/mol
LUMO energy: 1.1 eV
E_tot: -5781.4180 eV
Highest occupied orbital energy: -8.1 eV

Structure (XYZ):
```
14
Properties=species:S:1:pos:R:3:forces:R:3
C 0.852650 2.106942 -0.420798 -0.5770 1.0218 -0.3758
C -0.235649 2.488691 -1.093055 1.0532 -0.7699 0.1512
H 1.399817 1.271823 -0.827497 0.0944 -0.3499 0.7269
H 1.214964 2.687020 0.420771 0.4148 -0.0495 -0.2259
H -0.567932 1.736865 -1.796554 -0.4111 0.5769 -0.5831
H -0.685962 3.465157 -1.007982 -0.4951 -0.2098 0.3175
C 0.317706 -1.321577 -0.443252 -0.9481 0.3651 -0.4647
C -0.541789 -1.632312 0.541194 0.6046 1.0830 0.1601
N -0.463610 -2.522024 1.594259 -0.8590 -0.9232 0.1325
H 0.943338 -1.903714 -1.098390 0.8060 -0.3945 0.9074
H 0.118732 -0.318990 -0.812776 -0.2791 -0.4636 -0.5433
H -1.411162 -0.973426 0.572892 0.1031 0.0759 0.4848
H 0.342704 -2.575509 2.189919 0.4825 0.0826 -0.5597
H -1.283805 -2.508945 2.181269 0.0108 -0.0448 -0.1280
```
Positions in Å, forces in eV/Å.

Calculated atomic charges, method Löwdin, unit e:
1. C -0.0862
2. C -0.0745
3. H 0.0327
4. H 0.0474
5. H 0.0394
6. H 0.0435
7. C -0.0255
8. C -0.2978
9. N 0.0279
10. H 0.0449
11. H -0.0079
12. H 0.0987
13. H 0.0829
14. H 0.0745

A molecular structure, CrO12PS2, computed with ωB97M-V/def2-TZVPD.

Computed properties:
⟨S²⟩: 3.78
F_max: 0.066 Eh/bohr
Energy above the lowest of the compared OMol25 structures with the same formula, charge and spin: 213.6 kJ/mol
Spin multiplicity: 4
LUMO energy (spin up / spin down): 9.9 / 9.9 eV
E_tot: -83945.2574 eV
Charge: -4
Highest occupied orbital energy (spin up / spin down): 6.3 / 5.5 eV

Structure (XYZ):
```
16
Properties=species:S:1:pos:R:3:forces:R:3
Cr 0.168626 0.244542 -0.189696 -0.3783 -1.5564 -2.0396
P 1.066117 0.363589 -2.319624 1.0501 2.4079 0.7460
O 1.270246 1.456213 -1.219426 0.5530 2.5778 1.2996
O -0.489081 0.350857 -2.186540 0.1682 -0.3651 -1.8896
O 1.480800 -0.778632 -1.331000 0.2949 -1.6192 -1.6422
O 1.906088 0.836826 -3.515880 -0.9842 -1.7506 -0.5354
S -2.420114 -0.870863 -0.039194 1.9552 1.2350 -0.3226
O -3.142644 -1.693314 0.939865 -0.6622 -0.0832 0.3522
O -3.239857 -0.494589 -1.185359 -1.4025 -0.5918 -0.4783
O -1.815873 0.389636 0.508097 -1.4775 1.9233 1.8135
O -1.125066 -1.465548 -0.413786 0.0431 -2.9681 -0.5817
S 1.288438 0.343499 2.279584 -0.0276 0.1351 -2.8588
O 1.041845 -0.752379 1.291999 0.6177 -2.1488 1.1790
O 0.581471 0.097280 3.516063 -0.2404 0.1200 1.6705
O 2.728078 0.555756 2.441346 0.6636 0.1233 1.0573
O 0.700931 1.417122 1.423552 -0.1732 2.5609 2.2299
```
Positions in Å, forces in eV/Å.

Calculated atomic charges, method Löwdin, unit e:
1. Cr 0.8323
2. P -0.0186
3. O -0.4541
4. O -0.4139
5. O -0.4181
6. O -0.4962
7. S 0.2141
8. O -0.4472
9. O -0.4283
10. O -0.4509
11. O -0.4314
12. S 0.2297
13. O -0.4331
14. O -0.4081
15. O -0.4293
16. O -0.4467

6 unconnected molecules or ions with the total composition C6H22FN8O5, computed with ωB97M-V/def2-TZVPD.

Computed properties:
F_max: 0.042 Eh/bohr
Energy above the lowest of the compared OMol25 structures with the same formula, charge and spin: 208.7 kJ/mol
LUMO energy: 3.1 eV
E_tot: -31459.2875 eV
Charge: -1
Highest occupied orbital energy: -5.5 eV

Structure (XYZ):
```
42
Properties=species:S:1:pos:R:3:forces:R:3
F -0.648857 14.494291 -10.967246 -1.1314 -0.2581 -1.0229
C -3.096134 16.027261 -14.510174 0.0316 -0.2382 -0.6786
C -3.031651 14.992230 -13.395708 1.3051 0.0845 -0.6328
O -1.732021 14.398528 -13.500399 -0.7610 0.0055 0.5578
H -2.252739 16.718333 -14.461894 -0.2330 0.2439 0.6329
H -4.049806 16.551839 -14.591939 0.0563 0.1006 0.1538
H -2.887913 15.568203 -15.482943 -0.3752 -0.3983 0.0995
H -3.767070 14.185993 -13.481812 -0.3861 0.3020 -0.0662
H -3.108912 15.480009 -12.419670 -0.2779 0.0014 0.0237
H -1.488003 14.240676 -12.560406 1.0871 0.0709 0.1340
C 1.575037 16.824091 -10.281778 -0.1023 -0.0132 -1.0099
O 1.721545 16.342615 -9.194797 0.4354 0.2673 0.8000
N 0.403877 16.899634 -10.956889 -1.3682 0.6865 0.2185
N 2.575987 17.419217 -11.029110 0.8339 0.3736 0.2478
H -0.389898 16.439450 -10.540851 0.5564 -0.4823 -0.0998
H 0.364552 16.950563 -11.957677 0.1933 -0.0979 0.0042
H 3.510592 17.383570 -10.668738 0.0439 -0.2159 -0.1195
H 2.425048 17.581481 -12.005364 0.1917 0.0085 -0.0249
C 2.977994 13.660487 -11.222405 0.4226 -0.3037 0.7013
O 2.815926 13.595254 -10.026541 0.3113 -0.1801 0.2651
N 2.026168 13.965301 -12.113634 -0.5269 0.3931 -0.9611
N 4.214996 13.402363 -11.812775 -0.3403 0.0470 -0.0360
H 2.239999 13.794647 -13.077880 -0.3561 0.0781 -0.0924
H 1.072198 14.187517 -11.828920 -0.2752 -0.0973 0.4445
H 4.941211 13.050834 -11.222135 0.1327 0.0871 -0.0982
H 4.338871 13.601153 -12.785878 0.4220 -0.1237 0.0386
C -2.075025 16.598082 -8.328776 1.3059 0.4945 -0.3060
O -1.068147 16.221501 -7.774155 -0.5394 -0.3384 -0.2920
N -2.848454 17.609834 -7.796638 -0.8571 -0.1507 -0.0171
N -2.545053 16.288464 -9.593685 -0.6010 0.0570 -0.2242
H -3.480504 18.058976 -8.430127 -0.0687 0.4021 0.3730
H -2.672652 17.954624 -6.875059 0.1043 0.0200 -0.0110
H -2.089854 15.767688 -10.342429 0.5062 -0.6336 0.9604
H -3.534950 16.425329 -9.699785 0.0505 -0.0731 -0.2098
C -2.713724 12.424644 -9.112991 -0.1871 -0.1281 0.2471
O -1.751083 12.781791 -8.488446 0.2110 -0.1164 0.2799
N -3.202395 13.002690 -10.225283 0.1461 1.1641 -1.4917
N -3.482643 11.347270 -8.754167 -0.7181 -1.5784 1.3265
H -4.096465 12.748166 -10.596522 0.1054 -0.1476 -0.0988
H -2.552323 13.539149 -10.794699 0.1760 0.0898 0.3645
H -4.285026 10.982521 -9.233168 0.1030 0.4053 -0.4198
H -3.410396 10.992584 -7.817279 0.3734 0.1921 0.0397
```
Positions in Å, forces in eV/Å.

Calculated atomic charges, method Löwdin, unit e:
1. F -0.4938
2. C -0.1031
3. C -0.3325
4. O -0.1275
5. H 0.0688
6. H 0.0619
7. H 0.0663
8. H 0.1005
9. H 0.0910
10. H 0.0175
11. C -0.7140
12. O 0.0670
13. N 0.1419
14. N 0.1218
15. H 0.0357
16. H 0.0828
17. H 0.0829
18. H 0.0679
19. C -0.7053
20. O 0.0492
21. N 0.1633
22. N 0.1151
23. H 0.0817
24. H 0.0670
25. H 0.0800
26. H 0.0649
27. C -0.6588
28. O 0.0656
29. N 0.1133
30. N 0.1341
31. H 0.0698
32. H 0.0852
33. H 0.0394
34. H 0.0745
35. C -0.7135
36. O 0.0773
37. N 0.1502
38. N 0.1169
39. H 0.0814
40. H 0.0561
41. H 0.0721
42. H 0.0854

A gas-phase ion, C3H7INO (charge +1), computed with ωB97M-V/def2-TZVPD.

Computed properties:
F_max: 0.080 Eh/bohr
Energy above the lowest of the compared OMol25 structures with the same formula, charge and spin: 92.9 kJ/mol
LUMO energy: -4.5 eV
E_tot: -14854.4360 eV
Charge: +1
Highest occupied orbital energy: -14.3 eV

Structure (XYZ):
```
13
Properties=species:S:1:pos:R:3:forces:R:3
C 0.922391 -1.476487 -1.022641 -1.1618 0.9252 0.1558
C -1.298917 0.878164 0.596059 -0.5040 3.7867 -1.5749
C 0.663510 0.037390 -0.554031 0.2506 0.2215 -0.9522
N -0.102445 0.087153 0.747033 1.2724 -3.4386 1.4211
O 0.555850 -2.356413 -0.317635 -0.4380 -0.4236 1.5049
I 2.570571 1.058502 -0.458707 -0.6262 -0.3227 0.0828
H 1.299973 -1.808003 -1.988569 0.5877 1.1790 -0.5326
H -1.999334 0.820643 1.391026 -0.2853 -0.4342 0.9671
H -0.926668 2.007215 0.567738 -0.9807 -2.3038 -0.1798
H -1.855897 0.645383 -0.362036 0.8869 0.0990 1.1322
H -0.016814 0.662261 -1.189530 1.1896 -0.9843 -0.1941
H -0.318696 -0.942886 1.048962 0.3223 1.5046 -1.0131
H 0.506476 0.387077 1.542333 -0.5133 0.1912 -0.8172
```
Positions in Å, forces in eV/Å.

Calculated atomic charges, method Löwdin, unit e:
1. C -0.2496
2. C -0.0438
3. C -0.6538
4. N -0.0828
5. O 0.0859
6. I 0.9482
7. H 0.1397
8. H 0.0912
9. H 0.1632
10. H 0.1342
11. H 0.0911
12. H 0.2091
13. H 0.1675

A gas-phase ion, C4H7Cl2N3O (charge +2), computed with ωB97M-V/def2-TZVPD.

Computed properties:
F_max: 0.067 Eh/bohr
Energy above the lowest of the compared OMol25 structures with the same formula, charge and spin: 130.7 kJ/mol
LUMO energy: -10.0 eV
E_tot: -35803.9362 eV
Charge: +2
Highest occupied orbital energy: -19.8 eV

Structure (XYZ):
```
17
Properties=species:S:1:pos:R:3:forces:R:3
C -0.291494 -1.357709 1.110829 -1.2019 1.3514 -0.2724
C 0.488017 -1.395835 -1.146014 1.4852 -1.9802 -1.2958
C -1.140815 0.684726 -0.063017 1.8336 1.7425 -1.8735
C 0.768504 2.171219 0.339290 1.5507 -1.9721 -0.9895
N 0.273665 -0.168119 -1.226934 -1.6910 -0.8774 2.8731
N -0.960362 -0.188305 1.044778 0.5547 0.0384 0.4896
N 0.311586 -2.025691 0.116397 -0.5502 0.0613 0.7811
O -0.620144 1.887599 -0.041981 -1.7405 -0.8221 0.2910
Cl 1.123267 -2.268439 -2.550729 -0.7455 0.3793 2.0816
Cl -2.579063 0.473101 -0.944392 0.6127 0.3043 0.5032
H -0.329840 -1.771088 2.099731 0.2016 -0.6250 0.2848
H 1.206648 1.148629 0.460810 0.1133 1.0304 0.0221
H 0.934195 2.707348 1.268596 -0.7840 0.3597 -0.0998
H 1.259715 2.640498 -0.559755 -0.7951 -0.1887 1.0952
H 0.390601 0.156447 -2.122008 0.2994 1.5958 -2.7806
H -1.434915 0.312615 1.850917 0.9172 -1.6097 -0.3031
H 0.600435 -3.006997 0.363483 -0.0604 1.2122 -0.8070
```
Positions in Å, forces in eV/Å.

Calculated atomic charges, method Löwdin, unit e:
1. C 0.0438
2. C -0.6542
3. C -0.7501
4. C 0.0544
5. N 0.1511
6. N 0.1387
7. N 0.1632
8. O -0.0581
9. Cl 0.8432
10. Cl 0.9742
11. H 0.1839
12. H 0.0906
13. H 0.1187
14. H 0.1433
15. H 0.0995
16. H 0.2368
17. H 0.2211